Record 1
This record from the Open Molecules 2025 dataset describes a cluster of 5 separate species, C24H49ClN2O15PS4 in total. The level of theory is ωB97M-V/def2-TZVPD.

Last column: Löwdin charge in e.
Atoms and positions in Å:
N 1.12 -1.17 3.90  0.1335
N 1.13 -0.95 2.48  -0.1159
C 0.81 0.47 2.14  -0.0312
C -0.75 0.56 2.14  -0.3176
C -1.27 2.01 2.13  -0.0059
C -2.74 2.06 2.64  -0.3147
O -3.20 3.01 3.23  0.1360
C -3.53 0.81 2.30  -0.1980
C -4.26 0.75 1.13  -0.0144
C -4.90 -0.47 0.84  -0.0595
C -4.78 -1.53 1.70  -0.0795
C -4.07 -1.44 2.89  -0.0659
C -3.45 -0.26 3.17  -0.0692
O -1.16 -0.07 0.95  -0.1442
C -0.88 -1.46 0.89  -0.4351
P -0.44 -1.82 -0.92  0.6509
O -1.55 -0.93 -1.70  -0.3134
Cl 1.43 -0.94 -1.20  0.3060
C 0.28 -1.99 1.78  -0.1048
H 1.60 -2.05 4.08  0.1198
H 0.16 -1.29 4.22  0.1017
H 2.10 -1.12 2.19  0.1915
H 1.17 1.14 2.92  0.1452
H 1.12 0.76 1.14  0.1240
H -1.08 0.07 3.07  0.1286
H -1.29 2.36 1.09  0.1481
H -0.63 2.69 2.72  0.1361
H -4.30 1.61 0.46  0.1326
H -5.49 -0.52 -0.07  0.1210
H -5.24 -2.48 1.45  0.1194
H -3.95 -2.28 3.58  0.0988
H -2.84 -0.12 4.06  0.1273
H -1.76 -2.10 1.08  0.1250
H -1.46 0.01 -1.47  0.0617
H -0.14 -2.70 2.51  0.0975
H 0.93 -2.60 1.15  0.1041
O -10.76 -0.26 2.66  -0.2719
S -10.29 0.78 1.80  0.5721
O -9.47 0.48 0.66  -0.2800
O -9.56 1.89 2.68  -0.2602
C -8.52 1.46 3.57  -0.2490
C -7.22 1.20 2.83  -0.0770
C -11.66 1.76 1.28  -0.1194
H -8.84 0.58 4.13  0.1163
H -8.38 2.27 4.29  0.1238
H -7.32 0.33 2.18  0.0618
H -6.41 1.01 3.54  0.0803
H -6.95 2.05 2.21  0.0893
H -12.24 2.03 2.15  0.0766
H -12.25 1.16 0.59  0.0787
H -11.28 2.65 0.77  0.0761
O -2.83 -5.39 3.20  -0.2599
S -2.14 -4.93 4.37  0.5672
O -1.39 -3.70 4.35  -0.3196
O -1.21 -6.09 4.91  -0.2518
C -0.28 -6.71 4.00  -0.2359
C 0.95 -5.87 3.77  -0.0689
C -3.26 -4.89 5.72  -0.1063
H -0.78 -6.95 3.05  0.1203
H 0.01 -7.66 4.45  0.1297
H 0.71 -4.95 3.23  0.0461
H 1.69 -6.42 3.19  0.0887
H 1.40 -5.57 4.72  0.0874
H -3.79 -5.84 5.77  0.0849
H -3.96 -4.08 5.55  0.0729
H -2.70 -4.71 6.64  0.0816
O 5.11 -1.47 -6.46  -0.2741
S 5.51 -0.39 -5.61  0.5796
O 5.86 -0.63 -4.24  -0.2813
O 4.37 0.73 -5.65  -0.2601
C 3.02 0.32 -5.38  -0.2546
C 2.77 0.13 -3.90  -0.1363
C 6.78 0.54 -6.38  -0.1164
H 2.78 -0.58 -5.95  0.1173
H 2.38 1.12 -5.76  0.1226
H 3.33 -0.72 -3.52  0.0561
H 1.71 -0.04 -3.72  0.0307
H 3.09 1.01 -3.34  0.0847
H 6.47 0.77 -7.40  0.0804
H 7.68 -0.07 -6.39  0.0836
H 6.95 1.45 -5.82  0.0472
O 8.03 3.59 -5.71  -0.2849
S 8.73 4.57 -6.49  0.5745
O 9.59 4.19 -7.56  -0.2650
O 9.52 5.54 -5.50  -0.2603
C 10.40 4.94 -4.53  -0.2526
C 11.72 4.52 -5.15  -0.0717
C 7.58 5.77 -7.08  -0.1189
H 9.91 4.10 -4.04  0.1135
H 10.58 5.71 -3.78  0.1217
H 11.59 3.69 -5.84  0.0723
H 12.42 4.21 -4.37  0.0823
H 12.16 5.35 -5.71  0.0864
H 6.96 6.10 -6.25  0.0746
H 6.96 5.29 -7.84  0.0777
H 8.13 6.60 -7.52  0.0776

Output
**HOMO energy**: -0.4431 Ha
**Spin multiplicity**: 1
**HOMO-LUMO gap**: 9.21 eV
**Total charge**: +1


Record 2
This record from the Open Molecules 2025 dataset describes a cluster of 2 separate species, C7H15N3O4P in total. The level of theory is ωB97M-V/def2-TZVPD.

Last column: Löwdin charge in e.
Atoms and positions in Å:
C -3.00 -0.36 -0.21  -0.4026
C -4.50 -0.57 -0.16  -0.1504
C 3.41 1.01 -0.25  -0.2041
C 2.66 2.01 0.51  -0.1979
C 2.41 -0.14 -0.50  -0.1386
C 1.19 1.74 0.18  -0.1423
C 1.25 0.74 -0.89  -0.3301
N -2.75 0.88 -0.13  0.1429
N 0.07 -2.74 -0.36  -0.0608
N -2.09 -1.35 -0.29  -0.0074
O 0.40 -1.00 2.38  -0.2540
O -5.05 0.71 -0.07  -0.0353
O -3.91 1.64 -0.06  -0.0102
O -0.04 -0.01 -0.91  -0.1626
P -0.44 -1.22 -0.03  0.9346
H -4.97 -1.13 -1.10  0.1729
H -4.72 -1.24 0.81  0.1711
H 3.81 1.52 -1.26  0.1714
H 4.27 0.69 0.24  0.0945
H 2.93 1.87 1.56  0.1266
H 3.14 2.94 0.22  0.1225
H 2.69 -0.97 -1.19  0.1423
H 2.09 -0.50 0.48  0.0926
H 0.59 1.23 0.99  0.1187
H 0.78 2.86 0.07  0.1794
H 1.48 1.23 -1.83  0.1713
H -0.18 -1.38 3.15  0.0570
H 0.11 -3.11 -1.36  0.1367
H 0.93 -3.08 0.10  0.0972
H -2.55 -2.28 -0.10  0.1647

Output
**HOMO energy (spin up / spin down)**: -0.4596 / -0.4600 Ha
**Spin multiplicity**: 1
**Energy relative to the best compared isomer or geometry (same formula, charge and spin)**: 165.3 kcal/mol
**HOMO-LUMO gap (spin up / spin down)**: 5.87 / 5.88 eV
**Total charge**: +1


Record 3
This record from the Open Molecules 2025 dataset describes the ion CHCl2O3S with charge -1. The level of theory is ωB97M-V/def2-TZVPD.

Last column: Löwdin charge in e.
Atoms and positions in Å:
C -1.16 0.27 0.13  -1.2295
O 2.19 -1.32 -0.90  -0.5173
O 1.64 -0.03 1.23  -0.6073
O 0.11 0.22 -0.93  -0.5672
S 1.86 -0.04 -0.33  0.7004
Cl -1.64 1.88 0.46  0.5734
Cl -2.30 -0.70 -0.68  0.5859
H -0.71 -0.28 1.03  0.0616

Output
**HOMO energy**: -0.1631 Ha
**Spin multiplicity**: 1
**Energy relative to the best compared isomer or geometry (same formula, charge and spin)**: 30.6 kcal/mol
**HOMO-LUMO gap**: 7.74 eV
**Total charge**: -1


Record 4
This record from the Open Molecules 2025 dataset describes a cluster of 11 separate species, C4H34N3O10 in total. The level of theory is ωB97M-V/def2-TZVPD.

Last column: Löwdin charge in e.
Atoms and positions in Å:
N 0.32 -2.44 1.77  0.1051
C 1.69 -2.86 2.11  -0.1248
C 2.78 -2.21 1.26  -0.1508
N 2.09 -1.14 0.53  -0.1086
C 2.71 0.17 0.54  -0.2348
C 2.14 1.05 -0.60  -0.2406
N 0.75 1.51 -0.46  0.0130
H -0.08 -2.89 0.92  0.1098
H 0.39 -1.45 1.41  0.1123
H -0.42 -2.55 2.46  0.1465
H 1.70 -3.96 2.21  0.1358
H 1.68 -2.53 3.17  0.1337
H 3.33 -2.77 0.49  0.1338
H 3.55 -1.71 1.81  0.1173
H 1.97 -1.36 -0.48  0.1182
H 2.55 0.81 1.43  0.1113
H 3.79 0.14 0.37  0.1175
H 2.15 0.47 -1.52  0.1028
H 2.94 1.79 -0.73  0.1123
H 0.18 0.67 -0.49  0.0386
H 0.69 2.00 0.45  0.0564
H -1.13 -1.22 -1.33  0.0165
H -0.34 -1.21 -2.46  0.0657
O -0.16 -1.31 -1.50  -0.0912
H -0.59 0.97 -3.70  0.0467
H -0.48 1.73 -2.29  -0.0003
O -0.02 1.22 -2.97  -0.0630
H -3.01 0.36 -2.25  0.0097
H -3.76 -0.58 -1.32  0.0373
O -3.03 -0.61 -1.96  -0.0884
H -3.17 2.79 -2.66  0.0887
H -3.22 1.93 -1.34  0.0098
O -3.00 1.94 -2.27  -0.0462
H -0.79 3.35 -0.66  0.0120
H -1.88 4.37 -0.44  0.0663
O -1.76 3.45 -0.69  -0.0746
H 0.29 0.67 3.73  0.0640
H 0.25 0.68 2.09  0.0103
O 0.49 0.23 2.90  -0.0368
H 1.13 4.39 1.06  0.0383
H 1.85 4.58 -0.32  0.0476
O 1.05 4.78 0.18  -0.0436
H -2.32 1.93 1.35  0.0656
H -3.34 1.47 0.43  0.0527
O -2.39 1.36 0.57  -0.0587
H 0.37 -4.11 -1.76  0.0570
H -0.75 -3.91 -1.07  0.0368
O 0.09 -4.37 -0.85  -0.0722
H -2.41 -2.71 0.74  0.0531
H -2.63 -1.05 0.92  0.0223
O -2.25 -1.89 1.19  -0.0305

Output
**HOMO energy**: -0.4515 Ha
**Spin multiplicity**: 1
**Energy relative to the best compared isomer or geometry (same formula, charge and spin)**: 59.0 kcal/mol
**HOMO-LUMO gap**: 9.51 eV
**Total charge**: +1


Q: total charge of number 2 (C7H15N3O4P)?
A: +1


Q: What is the total charge in the first record?
A: +1


Q: total charge of number 2 (C7H15N3O4P)?
A: +1